47
Properties=species:S:1:pos:R:3:mulliken_charge:R:1 method="wB97M-V/def2-TZVPD" total_energy_ha=-939.15396 total_charge=+2 fmax_ha_per_bohr=0.163 gap_ha=0.2481 homo_energy_ev=-14.67
C 5.892 -1.184 -1.517 -1.07
C 5.746 -1.228 0.114 0.38
C 7.187 -1.860 0.682 -1.21
C 5.547 0.222 0.844 -0.75
C 4.754 1.354 -0.033 -0.61
N 3.234 1.240 0.004 0.21
C 2.443 -0.033 0.206 0.20
C 0.772 -0.094 0.196 -0.55
C -0.070 1.315 -0.014 0.24
C -1.707 1.205 -0.032 0.21
C -2.516 0.778 -1.432 -0.49
C -4.158 0.627 -1.407 -0.01
N -5.029 0.844 -0.158 0.22
C -6.544 0.632 -0.262 -0.62
C -7.084 -0.585 0.747 -0.39
C -7.551 -1.930 -0.098 0.28
N -7.079 -3.342 0.169 -0.50
O -8.459 -1.727 -1.073 -0.49
C -4.323 1.265 1.146 -0.10
C -2.690 1.453 1.286 -0.48
C 0.820 2.684 -0.181 -0.50
C 2.479 2.574 -0.183 -0.08
H 6.689 -0.371 -1.788 0.26
H 4.848 -0.895 -1.960 0.24
H 6.168 -2.265 -1.941 0.37
H 4.932 -2.038 0.394 0.20
H 8.122 -1.216 0.342 0.33
H 7.234 -2.957 0.214 0.34
H 7.185 -2.000 1.846 0.34
H 6.605 0.629 1.147 0.34
H 4.975 0.019 1.871 0.30
H 5.001 2.403 0.481 0.42
H 5.124 1.468 -1.149 0.32
H 2.977 -1.058 0.385 0.22
H 0.166 -1.084 0.355 0.37
H -1.840 0.602 -2.386 0.37
H -4.673 0.316 -2.435 0.34
H -6.730 0.220 -1.361 0.32
H -7.141 1.631 -0.114 0.31
H -6.324 -0.847 1.597 0.36
H -8.069 -0.200 1.294 0.32
H -6.592 -3.432 1.090 0.27
H -6.469 -3.653 -0.621 0.28
H -5.033 1.421 2.075 0.40
H -2.132 1.749 2.288 0.36
H 0.268 3.734 -0.299 0.35
H 3.047 3.614 -0.328 0.38

14
Properties=species:S:1:pos:R:3:lowdin_spin:R:1 method="wB97M-V/def2-TZVPD" total_energy_ha=-490.45330 total_charge=-1 multiplicity=3 fmax_ha_per_bohr=0.133 gap_ha="0.1838 / 0.2407" homo_energy_ev="-1.06 / -3.70" e_above_lowest_kj_mol=101.5
C -1.492 -0.707 -0.500 0.21
C -2.699 -0.093 -0.201 0.01
C 0.694 -0.927 0.495 0.06
C 1.427 0.347 0.321 0.01
N -0.608 -0.678 0.406 0.44
N -2.621 0.568 0.986 0.32
O -3.637 1.324 1.232 0.26
O 1.282 -1.981 0.545 0.09
O -1.649 0.517 1.712 0.56
H -1.293 -1.000 -1.566 0.04
H -3.529 0.218 -0.753 0.00
H 2.576 0.315 0.344 0.00
H 1.155 0.973 1.240 0.00
H 1.002 0.999 -0.481 0.00

106
Properties=species:S:1:pos:R:3:mulliken_charge:R:1 method="wB97M-V/def2-TZVPD" total_energy_ha=-4056.02648 fmax_ha_per_bohr=0.326 gap_ha=0.2445 homo_energy_ev=-7.53 e_above_lowest_kj_mol=1092.5
Cl 1.559 1.818 6.344 -0.16
C 2.818 2.770 5.437 -0.30
C 3.261 4.029 6.157 -0.18
Cl 3.991 3.512 7.706 -0.17
H 2.301 2.995 4.505 -0.06
H 3.710 2.183 5.230 0.42
H 2.437 4.742 6.170 0.12
H 4.047 4.514 5.577 0.32
C -0.856 0.063 5.063 -0.52
C -1.582 1.229 4.838 -0.31
C -2.581 1.203 3.877 -0.22
C -2.880 0.070 3.106 -1.10
C -2.028 -1.025 3.229 -0.04
C -1.073 -1.042 4.262 -0.60
N -3.658 0.235 1.854 1.16
O -3.947 1.383 1.539 -0.63
O -3.839 -0.689 1.093 -0.59
H -0.167 -0.012 5.889 0.58
H -1.178 2.078 5.373 0.34
H -3.071 2.140 3.650 0.49
H -2.147 -1.870 2.561 0.96
H -0.442 -1.914 4.363 0.58
C 0.073 1.465 1.513 -0.40
C 0.252 1.903 0.203 -1.02
C -0.223 1.175 -0.878 -0.52
C -0.862 -0.055 -0.597 -0.15
C -1.113 -0.441 0.721 -0.45
C -0.740 0.394 1.756 0.82
N -1.362 -0.811 -1.756 0.72
O -1.569 -2.008 -1.608 -0.09
O -1.435 -0.267 -2.833 -0.72
H 0.390 2.025 2.381 0.56
H 0.887 2.766 0.048 0.46
H -0.184 1.449 -1.923 0.79
H -1.506 -1.443 0.835 0.34
H -0.819 0.097 2.795 -0.09
C -1.580 -5.251 -4.078 -0.66
C -1.322 -3.950 -3.662 -1.46
C -1.305 -3.580 -2.321 1.95
C -1.743 -4.524 -1.417 0.81
C -2.149 -5.798 -1.804 -0.52
C -2.016 -6.193 -3.112 -0.78
N -1.933 -4.111 -0.022 0.80
O -1.814 -2.916 0.208 -0.52
O -2.385 -4.902 0.787 -0.65
H -1.464 -5.646 -5.078 0.42
H -0.892 -3.253 -4.370 0.44
H -1.033 -2.546 -2.168 -1.14
H -2.500 -6.520 -1.081 0.63
H -2.201 -7.149 -3.581 0.39
C 1.707 8.396 2.902 -0.42
C 1.309 8.287 4.232 -0.65
C 0.747 7.109 4.707 -0.27
C 0.352 6.092 3.793 -0.11
C 0.686 6.207 2.459 -0.16
C 1.250 7.411 2.054 -0.46
N -0.280 4.855 4.314 1.10
O -0.526 4.812 5.495 -0.58
O -0.481 3.966 3.526 -0.57
H 2.260 9.261 2.566 0.39
H 1.758 8.872 5.026 0.32
H 0.486 6.941 5.741 0.46
H 0.571 5.378 1.776 0.53
H 1.315 7.550 0.980 0.37
C 3.444 2.343 -2.810 -0.78
C 2.847 1.564 -3.797 -0.17
C 2.356 0.298 -3.526 -0.57
C 2.461 -0.196 -2.243 0.48
C 3.013 0.561 -1.217 -0.62
C 3.417 1.869 -1.504 -0.37
N 1.998 -1.564 -1.944 1.16
O 1.198 -2.075 -2.712 -0.56
O 2.466 -2.169 -1.003 -0.66
H 3.775 3.352 -3.015 0.38
H 2.749 1.924 -4.812 0.41
H 2.000 -0.248 -4.387 0.39
H 2.890 0.256 -0.188 0.47
H 3.671 2.478 -0.647 0.44
C -0.358 -7.730 1.035 -0.57
C -0.778 -7.532 2.354 -0.59
C -0.760 -6.253 2.837 -0.31
C -0.313 -5.190 2.077 -0.76
C 0.084 -5.369 0.764 0.43
C -0.064 -6.655 0.205 -0.66
N -0.251 -3.869 2.694 1.16
O -0.849 -3.649 3.733 -0.66
O 0.330 -2.968 2.109 -0.53
H -0.401 -8.722 0.604 0.37
H -1.196 -8.312 2.974 0.40
H -1.203 -6.097 3.813 0.42
H 0.446 -4.540 0.172 0.72
H 0.244 -6.838 -0.814 0.57
C -0.519 -0.476 -8.952 -0.25
C -0.777 -0.823 -7.652 -0.68
C -0.699 0.165 -6.680 0.24
C -0.436 1.472 -7.035 -0.21
C -0.257 1.795 -8.397 -0.41
C -0.218 0.793 -9.365 -0.63
N -0.496 2.539 -6.025 1.03
O -0.494 2.167 -4.868 -0.55
O -0.552 3.709 -6.344 -0.61
H -0.288 -1.301 -9.621 0.33
H -0.829 -1.843 -7.297 0.35
H -0.859 -0.113 -5.645 0.56
H -0.080 2.772 -8.826 0.42
H 0.010 1.017 -10.396 0.40

70
Properties=species:S:1:pos:R:3:lowdin_spin:R:1 method="wB97M-V/def2-TZVPD" total_energy_ha=-3175.83201 total_charge=+2 multiplicity=5 fmax_ha_per_bohr=0.024 gap_ha="0.1774 / 0.2043" homo_energy_ev="-13.58 / -13.58" e_above_lowest_kj_mol=0.0
Mn -0.690 -0.165 -0.316 3.77
O 1.220 0.425 0.154 0.09
C 1.224 -0.002 -1.066 0.00
N 1.025 -1.240 -1.412 0.11
C 1.446 -2.259 -0.448 0.01
C 0.501 -2.546 0.686 0.01
C 0.729 -3.625 1.532 0.00
C -0.138 -3.876 2.573 0.01
C -1.239 -3.049 2.756 0.00
C -1.424 -1.998 1.887 0.01
N -0.570 -1.752 0.872 -0.03
C 0.758 1.038 -2.062 0.01
C 1.414 1.718 -3.063 0.00
C 0.668 2.654 -3.774 0.01
C -0.670 2.856 -3.470 0.00
C -1.259 2.119 -2.458 0.00
N -0.536 1.229 -1.769 -0.04
H 2.419 -1.984 -0.022 0.00
H 1.579 -3.183 -1.019 0.00
H 1.590 -4.254 1.358 0.00
H 0.036 -4.710 3.238 0.00
H -1.945 -3.212 3.554 0.00
H -2.272 -1.333 1.983 0.00
H 2.454 1.530 -3.274 0.00
H 1.130 3.226 -4.565 0.00
H -1.260 3.581 -4.011 0.00
H -2.298 2.237 -2.187 0.00
C -8.847 1.261 1.282 0.00
C -7.478 1.946 1.190 0.00
C -6.619 1.453 2.359 0.00
C -7.672 3.457 1.373 0.00
C -6.845 1.643 -0.198 0.00
O -7.594 2.294 -1.226 0.00
C -6.770 0.167 -0.624 0.00
C -6.202 -0.897 0.324 0.00
C -5.573 -2.044 -0.422 0.00
C -4.347 -2.556 0.001 0.00
C -3.725 -3.596 -0.669 0.00
C -4.344 -4.136 -1.790 0.00
Cl -3.574 -5.427 -2.648 0.00
C -5.575 -3.656 -2.225 0.00
C -6.179 -2.617 -1.543 0.00
C -5.487 2.343 -0.448 0.00
N -4.276 1.616 -0.033 0.01
C -3.700 0.594 -0.636 0.01
N -2.604 0.223 0.052 0.00
C -2.564 1.146 1.071 0.02
N -3.539 2.003 1.039 0.00
H -9.285 1.461 2.258 0.00
H -8.780 0.181 1.172 0.00
H -9.563 1.633 0.549 0.00
H -7.070 1.802 3.286 0.00
H -5.611 1.868 2.335 0.00
H -6.559 0.371 2.427 0.00
H -8.315 3.629 2.233 0.00
H -8.131 3.932 0.510 0.00
H -6.733 3.963 1.586 0.00
H -8.534 2.121 -1.089 0.00
H -6.221 0.156 -1.572 0.00
H -7.781 -0.130 -0.914 0.00
H -6.995 -1.260 0.983 0.00
H -5.447 -0.490 0.999 0.00
H -3.884 -2.149 0.894 0.00
H -2.784 -3.998 -0.328 0.00
H -6.050 -4.098 -3.087 0.00
H -7.136 -2.259 -1.891 0.00
H -5.423 3.323 0.018 0.00
H -5.401 2.464 -1.530 0.00
H -4.099 0.097 -1.501 0.00
H -1.789 1.162 1.830 0.00

107
Properties=species:S:1:pos:R:3:mulliken_charge:R:1 method="wB97M-V/def2-TZVPD" total_energy_ha=-3043.98149 total_charge=+1 fmax_ha_per_bohr=0.049 gap_ha=0.3026 homo_energy_ev=-11.78
O -2.436 -1.661 3.010 -0.55
C -1.830 -1.752 1.735 0.00
C -1.458 -0.400 1.163 0.20
S -2.403 0.190 -0.297 -0.10
C -4.171 0.368 0.069 -0.79
C -4.857 -0.584 1.030 -0.82
C -5.146 -1.979 0.519 0.90
F -4.735 -2.198 -0.701 -0.18
F -4.661 -2.867 1.327 -0.24
F -6.443 -2.188 0.522 -0.35
P -2.163 -1.471 -1.783 0.41
O -2.871 -0.812 -3.103 -0.39
I 0.200 -1.544 -2.331 0.13
H -2.565 -0.735 3.227 0.39
H -2.385 -2.398 1.064 -0.23
H -0.891 -2.254 1.925 0.24
H -0.451 -0.485 0.777 0.01
H -1.447 0.418 1.880 0.15
H -4.691 0.385 -0.876 0.51
H -4.279 1.365 0.454 0.56
H -4.378 -0.597 1.989 0.24
H -5.821 -0.147 1.233 0.55
H -3.339 0.002 -2.863 0.34
C -4.073 -5.245 -1.222 -0.92
C -2.754 -5.953 -1.500 0.30
C -2.615 -7.216 -0.667 -1.34
O -1.664 -5.066 -1.226 -0.44
H -4.134 -4.946 -0.171 0.13
H -4.156 -4.336 -1.823 0.18
H -4.923 -5.889 -1.447 0.45
H -2.688 -6.203 -2.559 0.30
H -2.633 -6.977 0.400 0.33
H -1.664 -7.707 -0.873 0.34
H -3.422 -7.919 -0.877 0.39
H -1.708 -4.833 -0.292 0.30
C 3.416 1.932 -5.951 -1.43
C 3.088 1.084 -4.733 0.61
C 2.466 -0.243 -5.133 -0.71
O 2.198 1.798 -3.867 -0.54
H 2.507 2.161 -6.514 0.29
H 3.857 2.882 -5.648 0.37
H 4.113 1.419 -6.614 0.37
H 3.998 0.903 -4.158 0.13
H 1.528 -0.087 -5.671 0.09
H 2.234 -0.830 -4.243 -0.11
H 3.133 -0.820 -5.770 0.43
H 1.389 1.970 -4.361 0.36
C -0.566 -2.812 -8.443 -1.43
C 0.067 -1.550 -7.876 0.60
C -0.357 -0.316 -8.660 -1.19
O 1.489 -1.669 -7.890 -0.51
H -0.250 -2.967 -9.478 0.36
H -0.249 -3.687 -7.875 0.35
H -1.655 -2.755 -8.419 0.36
H -0.222 -1.436 -6.829 0.20
H -0.035 -0.394 -9.701 0.33
H 0.107 0.579 -8.245 0.27
H -1.440 -0.188 -8.642 0.37
H 1.768 -1.772 -8.807 0.33
C 1.516 3.246 3.354 -1.48
C 0.032 2.937 3.249 0.61
C -0.771 3.679 4.304 -1.35
O -0.177 1.520 3.387 -0.44
H 1.904 2.938 4.329 0.33
H 2.080 2.702 2.594 0.38
H 1.706 4.312 3.228 0.43
H -0.329 3.207 2.255 0.23
H -0.456 3.386 5.308 0.34
H -1.832 3.442 4.222 0.32
H -0.649 4.758 4.207 0.38
H 0.140 1.261 4.261 0.26
C 6.512 0.606 -1.006 -1.36
C 5.272 0.608 -0.125 0.49
C 4.136 -0.177 -0.761 -0.50
O 4.850 1.949 0.123 -0.56
H 6.299 1.077 -1.970 0.27
H 7.314 1.177 -0.538 0.36
H 6.868 -0.409 -1.188 0.37
H 5.515 0.178 0.847 0.15
H 3.849 0.273 -1.717 -0.10
H 3.253 -0.157 -0.120 0.14
H 4.418 -1.217 -0.936 0.39
H 4.629 2.351 -0.725 0.34
C -0.338 6.897 7.114 -1.17
C -1.822 6.577 7.014 0.46
C -2.624 7.332 8.062 -1.37
O -2.027 5.169 7.164 -0.53
H 0.053 6.601 8.090 0.34
H 0.225 6.345 6.359 0.24
H -0.153 7.963 6.976 0.38
H -2.186 6.836 6.019 0.27
H -2.302 7.049 9.068 0.36
H -3.683 7.089 7.982 0.33
H -2.504 8.410 7.952 0.37
H -1.713 4.918 8.039 0.34
C 3.775 -1.714 3.211 -1.22
C 2.267 -1.556 3.117 0.88
C 1.543 -2.548 4.017 -1.32
O 1.847 -1.731 1.759 -0.37
H 4.079 -2.714 2.890 0.38
H 4.275 -0.998 2.557 0.09
H 4.127 -1.556 4.231 0.42
H 1.990 -0.543 3.392 -0.11
H 1.775 -3.575 3.723 0.35
H 0.460 -2.425 3.935 0.28
H 1.828 -2.416 5.061 0.43
H 2.098 -2.626 1.501 0.28

93
Properties=species:S:1:pos:R:3:mulliken_charge:R:1 method="wB97M-V/def2-TZVPD" total_energy_ha=-2507.44058 total_charge=+2 fmax_ha_per_bohr=0.018 gap_ha=0.2277 homo_energy_ev=-11.93 e_above_lowest_kj_mol=0.0
Sc -0.995 1.462 0.513 -0.91
C -4.090 0.767 -0.203 -0.83
C -3.737 -0.523 0.502 -1.03
N -2.284 -0.749 0.410 0.11
C -1.822 -1.644 1.475 -1.59
C -1.685 -0.879 2.768 0.68
C -1.718 -1.517 3.996 -1.16
C -1.522 -0.767 5.146 -0.76
C -1.308 0.597 5.034 -1.13
C -1.303 1.165 3.769 0.68
C -1.023 2.630 3.561 -1.70
N -1.482 3.073 2.235 -0.05
C -2.927 3.425 2.229 -1.10
C -3.795 2.296 1.711 -0.65
N -3.305 1.875 0.378 0.27
N -1.493 0.444 2.660 1.66
H -5.164 0.968 -0.141 0.50
H -3.833 0.701 -1.264 0.39
H -4.304 -1.360 0.085 0.47
H -4.004 -0.467 1.558 0.40
H -2.081 -1.174 -0.489 0.32
H -0.846 -2.048 1.200 0.29
H -2.490 -2.501 1.617 0.67
H -1.898 -2.582 4.049 0.60
H -1.544 -1.239 6.119 0.48
H -1.156 1.216 5.907 0.59
H 0.053 2.818 3.637 0.52
H -1.490 3.216 4.360 0.57
H -0.950 3.897 1.970 0.47
H -3.057 4.292 1.585 0.36
H -3.254 3.723 3.230 0.43
H -4.834 2.636 1.650 0.70
H -3.771 1.437 2.375 0.27
H -3.408 2.679 -0.238 -0.07
C -0.085 -3.833 -4.176 -1.62
C 0.118 -2.396 -4.673 1.65
C -0.852 -2.132 -5.823 -1.99
C 1.559 -2.225 -5.178 -1.56
C -0.083 -1.416 -3.527 0.08
C -0.824 -0.246 -3.656 -1.39
C -0.953 0.611 -2.575 -0.90
N -0.392 0.366 -1.393 1.09
C 0.390 -0.721 -1.264 -0.37
C 0.544 -1.630 -2.294 -0.48
C 1.121 -0.799 0.030 -0.20
C 2.186 -1.659 0.227 -0.65
C 2.937 -1.614 1.404 0.30
C 2.545 -0.672 2.351 -1.15
C 1.457 0.139 2.096 -0.90
N 0.740 0.093 0.971 2.14
C 4.124 -2.546 1.592 1.77
C 5.124 -2.302 0.453 -1.55
C 3.619 -3.995 1.540 -1.55
C 4.826 -2.309 2.928 -2.11
H 0.032 -4.523 -5.011 0.47
H -1.084 -3.979 -3.763 0.36
H 0.648 -4.123 -3.423 0.36
H -0.723 -2.901 -6.584 0.43
H -0.668 -1.172 -6.306 0.39
H -1.894 -2.164 -5.497 0.45
H 1.736 -2.907 -6.008 0.45
H 2.286 -2.451 -4.397 0.35
H 1.741 -1.208 -5.528 0.37
H -1.304 0.016 -4.586 0.45
H -1.506 1.542 -2.659 0.64
H 1.165 -2.500 -2.151 0.61
H 2.466 -2.348 -0.555 0.61
H 3.080 -0.555 3.280 0.66
H 1.150 0.869 2.835 0.36
H 4.698 -2.523 -0.526 0.32
H 5.988 -2.953 0.585 0.46
H 5.478 -1.271 0.448 0.37
H 3.148 -4.230 0.586 0.31
H 2.902 -4.194 2.338 0.36
H 4.459 -4.677 1.667 0.46
H 5.219 -1.295 3.009 0.42
H 5.671 -2.991 3.015 0.43
H 4.167 -2.500 3.776 0.42
C 2.342 2.117 -0.661 -0.69
C 1.221 3.020 -1.063 0.40
C 1.355 3.988 -2.018 -1.02
C 0.143 4.712 -2.049 -1.08
C -0.676 4.170 -1.096 0.36
C -1.971 4.816 -0.720 -1.08
N -0.056 3.062 -0.472 0.97
H 3.260 2.526 -1.081 0.55
H 2.260 1.100 -1.048 -0.03
H 2.493 2.065 0.420 0.07
H 2.244 4.184 -2.593 0.54
H -0.086 5.573 -2.654 0.51
H -2.124 5.657 -1.395 0.53
H -1.963 5.248 0.285 0.14
H -2.879 4.214 -0.829 0.24

8
Properties=species:S:1:pos:R:3:mulliken_charge:R:1 method="wB97M-V/def2-TZVPD" total_energy_ha=-150.36881 total_charge=+1 fmax_ha_per_bohr=0.044 gap_ha=0.4569 homo_energy_ev=-16.68 e_above_lowest_kj_mol=23.5
N -1.130 -0.069 -0.169 -0.31
C 0.084 -0.333 0.255 0.27
N 1.148 0.349 -0.064 -0.31
H -1.490 0.692 -0.718 0.24
H -1.914 -0.598 0.171 0.25
H 0.043 -1.011 1.101 0.30
H 2.030 -0.037 0.266 0.28
H 1.229 1.006 -0.843 0.28

10
Properties=species:S:1:pos:R:3:mulliken_charge:R:1 method="wB97M-V/def2-TZVPD" total_energy_ha=-280.55477 fmax_ha_per_bohr=0.050 gap_ha=0.3731 homo_energy_ev=-9.46 e_above_lowest_kj_mol=130.6
H 0.791 1.959 -0.154 0.20
N -0.040 1.364 -0.043 -0.72
C 0.148 0.090 -0.111 0.60
N 1.343 -0.550 -0.083 -0.41
N -0.986 -0.802 -0.161 -0.32
O -2.179 -0.051 -0.106 -0.41
H 2.222 0.037 0.071 0.21
H 1.441 -1.546 -0.236 0.23
H -0.881 -1.368 0.710 0.24
H -1.858 0.869 0.112 0.38

19
Properties=species:S:1:pos:R:3:mulliken_charge:R:1 method="wB97M-V/def2-TZVPD" total_energy_ha=-687.80309 total_charge=-1 fmax_ha_per_bohr=0.028 gap_ha=0.2415 homo_energy_ev=-2.75 e_above_lowest_kj_mol=65.5
C -2.415 1.347 -1.070 -0.90
N -2.215 0.405 0.035 -0.52
C -0.728 0.159 0.206 0.31
C -0.325 -1.194 -0.342 -0.71
S 1.489 -1.349 -0.506 -0.64
C -0.339 0.257 1.682 -1.50
H -1.934 2.312 -0.837 0.29
H -1.800 0.967 -1.883 0.34
H -3.466 1.506 -1.294 0.31
H -2.456 0.771 0.946 0.28
H -0.190 0.991 -0.267 0.35
H -0.611 -1.914 0.433 0.20
H -0.734 -1.577 -1.278 0.29
H -0.704 1.141 2.227 0.44
H 0.739 0.381 1.775 0.32
H -0.704 -0.624 2.212 0.39
H 3.514 0.958 0.723 0.28
H 2.296 0.358 -0.069 0.15
O 2.749 1.226 0.250 -0.69

Please write out number 9 again, unchanged.
19
Properties=species:S:1:pos:R:3:mulliken_charge:R:1 method="wB97M-V/def2-TZVPD" total_energy_ha=-687.80309 total_charge=-1 fmax_ha_per_bohr=0.028 gap_ha=0.2415 homo_energy_ev=-2.75 e_above_lowest_kj_mol=65.5
C -2.415 1.347 -1.070 -0.90
N -2.215 0.405 0.035 -0.52
C -0.728 0.159 0.206 0.31
C -0.325 -1.194 -0.342 -0.71
S 1.489 -1.349 -0.506 -0.64
C -0.339 0.257 1.682 -1.50
H -1.934 2.312 -0.837 0.29
H -1.800 0.967 -1.883 0.34
H -3.466 1.506 -1.294 0.31
H -2.456 0.771 0.946 0.28
H -0.190 0.991 -0.267 0.35
H -0.611 -1.914 0.433 0.20
H -0.734 -1.577 -1.278 0.29
H -0.704 1.141 2.227 0.44
H 0.739 0.381 1.775 0.32
H -0.704 -0.624 2.212 0.39
H 3.514 0.958 0.723 0.28
H 2.296 0.358 -0.069 0.15
O 2.749 1.226 0.250 -0.69